# C29H56BN6O8

3 unconnected molecules or ions with the total composition C29H56BN6O8 (the ωB97M-V functional and the def2-TZVPD basis, the OMol25 dataset).

## Properties
- total energy (eV) = -56971.259
- E_HOMO (eV) = -9.895
- LUMO level (eV) = -2.97
- net charge = +1
- gap between HOMO and LUMO (eV) = 6.925
- M (g/mol) = 627.6
- maximum force (Eh/bohr) = 0.038

Geometry (Å):
1 O 3.03216 4.90689 -2.84031
2 O -1.59518 3.75048 -2.38627
3 O 2.50722 -2.94498 -0.31423
4 O -1.99270 -3.13764 5.07323
5 O -0.33247 -5.78872 1.87645
6 O -5.50599 -2.48362 7.95885
7 O 0.06922 4.54897 -1.10760
8 O 0.36122 6.74621 -0.68773
9 N 3.27895 5.09440 -5.33556
10 N -1.43531 3.54781 -6.57346
11 N -0.37918 1.89604 -5.31247
12 N 0.73225 3.88696 -5.65239
13 N -0.45865 -3.96770 -0.46484
14 N -2.56611 -2.03604 7.95765
15 C -0.26326 5.76418 -0.45163
16 C -1.62005 -1.87201 5.58594
17 C 0.36154 -3.31330 -1.47464
18 C -0.92090 -4.89840 2.80761
19 C 1.11093 4.05540 -4.20004
20 C 0.10579 5.01691 -3.48149
21 C -3.37867 -3.42827 5.12195
22 C 3.08069 0.01628 -0.95729
23 C 1.89372 0.23137 -1.63846
24 C 1.24956 2.65089 -3.59543
25 C 3.90251 6.42420 -5.11855
26 C 0.12641 1.66864 -3.91700
27 C 2.52502 -3.74107 0.85976
28 C 4.30372 4.06514 -5.64574
29 C 0.51039 0.17553 -3.75146
30 C -5.48502 -3.69672 8.68441
31 C -4.84391 -1.39950 8.59661
32 C 4.18542 -0.50301 -1.62088
33 C 2.89126 -0.61522 -3.64986
34 C -1.40767 -1.84317 7.09502
35 C -3.59151 -1.00881 7.84436
36 C -0.58414 4.38240 -2.30436
37 C -0.42704 -5.42418 -0.50864
38 C 1.87063 -3.52598 -1.43536
39 C 1.78681 -0.08243 -2.99552
40 C 4.08567 -0.82757 -2.96668
41 C -1.40091 5.64995 0.50328
42 C -1.10045 -6.02231 0.70642
43 C -0.36401 3.12244 -5.84261
44 B 2.56758 4.72161 -4.12152
45 H -4.61140 -1.64487 9.63675
46 H 4.18684 3.70086 -6.66687
47 H 4.77809 6.37306 -4.46758
48 H 4.23384 3.18720 -4.99526
49 H -3.98367 -2.52468 5.01236
50 H -0.68619 -2.62665 7.33912
51 H 0.56561 4.79833 -6.06373
52 H -0.67556 5.35204 -4.16469
53 H -0.15420 -3.66264 0.45090
54 H -3.66048 -3.93633 6.04778
55 H 4.93527 -1.23404 -3.49853
56 H -2.11560 -5.63042 0.82168
57 H 0.62347 5.91140 -3.13208
58 H 2.19961 2.22993 -3.93508
59 H 1.34178 2.71719 -2.51251
60 H -3.60335 -4.10061 4.29383
61 H -1.93816 -5.20749 3.06048
62 H -3.88377 -0.81378 6.80252
63 H 5.11577 -0.65749 -1.09288
64 H -0.00214 -3.61845 -2.46277
65 H -1.16897 -7.10491 0.56791
66 H 2.14564 -4.58387 -1.52397
67 H -0.65897 -1.63574 5.12029
68 H 2.57305 -4.80684 0.62418
69 H -2.12354 4.89532 0.20677
70 H 1.65588 -3.55587 1.49683
71 H -0.31843 -4.92524 3.71157
72 H 0.59423 -0.25370 -4.75157
73 H -0.73544 1.87100 -3.28583
74 H -2.32910 -1.10541 5.24952
75 H -0.32030 -0.34880 -3.27488
76 H 3.18921 7.09150 -4.63275
77 H -5.85202 -3.55545 9.70510
78 H -2.35100 3.48289 -6.16468
79 H -5.53168 -0.54940 8.59446
80 H -1.30104 1.49053 -5.44008
81 H -2.98035 -2.93602 7.75265
82 H 4.16481 6.85629 -6.08183
83 H 1.03701 0.64504 -1.11822
84 H 3.87937 4.48135 -2.67063
85 H -6.14635 -4.39122 8.16981
86 H -1.02232 5.41811 1.49916
87 H -0.94671 -3.86714 2.43887
88 H 2.82658 -0.86626 -4.70159
89 H -0.94721 -5.76149 -1.41037
90 H -3.20320 -0.07504 8.26227
91 H 5.30692 4.47956 -5.55339
92 H -1.88606 6.62267 0.55542
93 H -1.32394 3.91499 -7.50247
94 H 2.29130 -3.01953 -2.30805
95 H 3.41629 -3.46785 1.42478
96 H 3.15487 0.27129 0.09051
97 H -0.93895 -0.88880 7.35687
98 H 0.18575 -2.23627 -1.38830
99 H 0.59580 -5.82367 -0.54248
100 H -4.48247 -4.13659 8.73121